A molecular structure, C59H47CaCl5N2OP2S3. Source: the OMol25 dataset; level of theory: the ωB97M-V functional and the def2-TZVPD basis.

XYZ file:
```
120
Properties=species:S:1:pos:R:3:mulliken_charge:R:1
Ca 0.00 -0.38 1.54 0.93
Cl 1.93 -3.84 2.16 -0.23
Cl 6.28 -1.55 4.44 -0.21
Cl 4.69 -4.10 3.63 -0.20
Cl 5.13 1.28 3.80 -0.19
Cl 2.35 1.56 2.37 -0.16
S -2.74 7.58 5.20 -0.25
S -1.81 -2.52 2.41 -0.16
S -0.50 -2.20 -0.67 0.23
P 0.12 1.53 -0.90 0.53
P 1.84 3.85 -2.21 0.00
O -2.86 7.56 2.56 -0.47
N -2.35 -4.90 1.39 0.22
N -0.09 -4.77 -0.19 0.65
C -2.91 8.23 3.55 0.71
C -1.83 3.47 -1.62 -0.07
C 1.76 2.28 -1.24 -1.31
C -3.28 3.71 4.23 -0.73
C -3.61 -7.09 4.00 -0.49
C -3.37 -5.15 2.42 -1.68
C -0.98 2.95 -0.64 0.83
C 1.01 -4.83 -1.17 -1.77
C -1.87 -7.69 5.54 -0.42
C 1.26 2.13 -6.45 -0.52
C -3.12 9.72 3.53 -1.19
C -1.09 -6.65 5.06 -0.81
C 1.08 -6.65 -2.90 -0.22
C 4.25 -0.13 3.37 -0.80
C -0.37 -4.77 -3.28 -0.10
C -2.45 5.27 -0.15 -0.61
C 3.64 4.20 -2.16 0.32
C -0.71 -3.64 0.14 -0.68
C -2.25 -0.43 -3.57 -0.90
C -0.87 3.61 0.58 -0.49
C 0.66 -7.22 -4.10 -0.67
C -1.73 1.91 3.62 -1.45
C -1.68 -3.75 1.32 0.57
C 0.56 -5.43 -2.48 0.64
C 4.76 -1.40 3.65 0.86
C -0.50 -6.04 0.39 -0.53
C 4.04 -2.54 3.28 -0.55
C -1.80 0.37 -2.53 -0.65
C -1.35 -0.93 -4.50 -0.67
C -0.45 0.69 -2.41 0.64
C -0.91 4.05 4.49 -0.54
C 2.49 1.95 -5.82 -0.67
C 2.82 -2.37 2.64 1.29
C 1.69 3.20 -3.91 0.25
C -0.78 -5.34 -4.47 -0.79
C -1.56 -5.83 4.05 0.05
C 5.45 5.53 -3.07 -0.63
C -3.50 5.03 4.57 -0.20
C -1.99 -6.04 0.55 -0.93
C -0.27 -6.56 -4.89 -0.41
C 4.12 5.15 -3.07 -0.47
C 0.00 -0.63 -4.38 -0.85
C -1.97 3.21 4.16 0.52
C -1.41 0.96 2.92 0.07
C 0.26 2.85 -5.83 -0.57
C 0.45 0.17 -3.34 -0.38
C -2.57 4.61 -1.37 -0.85
C 2.25 -1.15 2.35 -2.31
C -1.60 4.77 0.82 -0.77
C 6.33 4.98 -2.15 -0.43
C -2.83 -6.05 3.51 0.96
C 2.69 2.48 -4.55 -0.28
C -3.13 -7.91 5.02 -0.58
C 0.47 3.39 -4.57 -0.32
C 5.87 4.05 -1.24 -0.70
C 3.01 -0.07 2.74 1.91
C -2.43 5.88 4.86 0.03
C 4.53 3.66 -1.24 -0.26
C -1.14 5.38 4.83 -0.25
H -0.01 -6.19 1.36 0.23
H -0.59 -7.00 -5.82 0.39
H -1.49 -8.33 6.33 0.38
H 3.65 2.34 -4.06 0.44
H 6.54 3.61 -0.51 0.42
H -4.51 5.42 4.59 0.43
H 3.28 1.40 -6.31 0.39
H 1.39 -3.82 -1.28 0.58
H -2.32 -6.94 1.06 0.49
H -3.70 -4.19 2.80 0.46
H -4.21 -5.64 1.92 0.42
H -1.51 5.28 1.77 0.54
H -0.31 3.96 -4.08 0.54
H -0.69 3.00 -6.33 0.43
H -0.17 -6.83 -0.28 0.51
H 1.79 -5.45 -0.71 0.47
H 1.07 -8.17 -4.42 0.39
H 4.21 2.93 -0.51 0.47
H -0.10 -6.48 5.47 0.44
H -0.31 6.03 5.04 0.43
H -1.91 2.98 -2.58 0.52
H -1.50 -4.82 -5.09 0.43
H -2.52 0.72 -1.80 0.60
H 5.80 6.26 -3.79 0.38
H -3.30 -0.67 -3.66 0.40
H 1.50 0.38 -3.26 0.28
H -2.16 10.20 3.32 0.28
H -3.75 -8.72 5.39 0.38
H -1.69 -1.54 -5.32 0.50
H -3.23 5.00 -2.13 0.41
H 7.37 5.28 -2.15 0.37
H 2.44 1.51 -1.62 0.95
H 1.10 1.72 -7.44 0.41
H -0.76 -3.81 -2.97 0.30
H -4.11 3.07 3.97 0.47
H -4.59 -7.26 3.58 0.35
H 0.72 -1.01 -5.10 0.53
H -3.81 9.97 2.73 0.31
H -3.49 10.11 4.48 0.39
H 0.10 3.67 4.44 0.47
H -0.95 -5.01 3.69 0.39
H -2.50 -5.98 -0.42 0.36
H -0.24 3.22 1.37 0.33
H -3.02 6.17 0.05 0.45
H 3.44 5.59 -3.80 0.38
H 1.81 -7.16 -2.28 0.40
H 2.13 2.50 -0.23 0.25
```

## Properties
Multiplicity: 1
Energy above the lowest of the compared OMol25 structures with the same formula, charge and spin in eV: 0.3645
Kohn-Sham gap in eV: 6.58

***

9 unconnected molecules or ions with the total composition C59H47F4NO20S. Source: the OMol25 dataset; level of theory: the ωB97M-V functional and the def2-TZVPD basis.

XYZ file:
```
132
Properties=species:S:1:pos:R:3:mulliken_charge:R:1
S 0.37 0.66 0.14 1.44
F 3.19 6.11 -2.97 -0.22
F 2.91 2.85 -2.20 -0.37
F 0.18 1.01 -1.51 -0.28
F 1.07 5.62 -1.86 -0.12
O -0.68 -9.38 -1.76 -0.54
O -6.26 -3.51 1.14 -0.59
O 4.08 4.17 8.99 -0.58
O 6.60 1.61 -3.27 -0.56
O 0.23 0.57 -7.91 -0.56
O 3.15 -2.96 6.40 -0.55
O 0.69 0.90 9.08 -0.54
O 1.06 2.58 3.39 -0.33
O 4.43 3.61 -7.68 -0.55
O -2.98 -5.47 0.57 -0.52
O 2.94 -6.08 -3.77 -0.55
O -3.81 3.05 -1.70 -0.57
O -1.00 0.29 0.63 -0.51
O -1.58 -4.20 -9.36 -0.55
O -5.27 -10.05 1.98 -0.56
O -4.43 1.25 2.57 -0.54
O 1.32 -0.49 0.29 -0.67
O -3.61 -0.97 -5.15 -0.57
O -0.16 4.46 5.81 -0.56
O 3.06 3.95 3.33 -0.59
N -0.78 7.47 0.37 -0.70
C -4.85 0.16 2.24 0.09
C 4.12 2.89 -5.46 -0.32
C -4.89 -6.56 1.41 -0.17
C -4.63 -1.84 0.83 -0.24
C 2.58 -2.07 7.02 0.32
C 6.37 2.83 -6.60 -0.42
C 0.49 -1.32 -9.30 -0.36
C 4.93 3.15 -6.67 0.30
C -6.51 -1.62 2.52 -0.43
C 0.80 -6.34 -2.84 -0.45
C 2.17 4.66 6.03 -0.10
C -2.97 0.91 -2.21 0.05
C 6.10 2.07 -4.28 0.30
C 0.14 2.61 2.23 -0.16
C -3.51 -6.53 0.90 0.33
C 2.50 2.18 1.56 0.13
C 2.38 -8.28 -3.19 -0.35
C -0.19 -0.52 -8.25 0.34
C 1.46 -9.12 -2.68 -0.40
C 1.48 -1.30 6.41 -0.39
C 0.68 4.04 7.97 -0.32
C -1.38 6.25 1.03 -0.50
C -4.49 2.18 -3.78 -0.41
C 2.97 -1.73 8.40 -0.35
C 2.92 4.09 -1.49 0.47
C 6.92 2.33 -5.49 -0.35
C 2.31 3.07 2.88 0.22
C -1.17 -3.11 -9.02 0.32
C -0.12 -7.17 -2.34 -0.24
C -1.84 -2.31 -7.97 -0.25
C 0.81 4.39 6.54 0.46
C 4.66 2.39 -4.35 -0.37
C 2.11 -6.83 -3.31 0.37
C -4.17 -0.64 1.19 -0.02
C -0.36 5.00 1.07 0.52
C 0.03 -2.52 -9.66 -0.41
C -2.92 -0.10 -3.08 -0.31
C 1.01 2.23 0.95 0.29
C 3.72 2.77 0.71 -1.09
C 2.42 5.29 -2.13 -0.13
C 0.15 -8.62 -2.22 0.41
C 0.87 -0.33 7.08 -0.29
C -0.52 4.07 2.36 -0.79
C -3.36 -8.96 1.15 -0.35
C -2.78 -7.81 0.79 -0.35
C 2.35 -0.76 9.07 -0.39
C -1.39 -1.11 -7.61 -0.29
C -5.47 -7.71 1.76 -0.40
C 3.44 4.20 0.03 -0.33
C -3.65 -0.05 -4.36 0.20
C -4.75 -9.00 1.66 0.33
C 1.74 3.97 8.77 -0.52
C 3.24 4.58 6.83 -0.30
C -3.76 2.13 -2.49 0.08
C 1.25 0.02 8.46 0.43
C -6.05 -0.42 2.88 -0.46
C -4.44 1.17 -4.64 -0.44
C -5.84 -2.42 1.47 0.28
C 3.10 4.24 8.26 0.28
H 1.64 -10.18 -2.59 0.42
H 1.21 -1.56 5.39 0.48
H 2.68 4.74 0.71 0.13
H -1.87 -0.52 -6.85 0.43
H -2.84 -9.91 1.08 0.44
H 0.62 -5.28 -2.93 0.47
H 2.78 1.09 1.79 0.53
H 1.66 3.72 9.82 0.39
H 7.97 2.08 -5.42 0.41
H -0.71 1.92 2.58 0.39
H -1.08 -6.83 -1.99 0.48
H -6.49 -7.76 2.13 0.44
H 0.70 5.43 1.07 -0.26
H 2.63 -0.49 10.09 0.42
H -7.39 -2.07 2.97 0.44
H -2.72 -2.76 -7.52 0.49
H -1.64 3.95 2.56 0.44
H 4.24 4.77 6.47 0.44
H 1.36 -0.87 -9.75 0.42
H -2.27 5.96 0.35 0.25
H -5.07 3.08 -3.97 0.43
H -0.07 4.62 3.26 0.05
H 0.23 7.32 0.20 0.28
H 3.06 3.13 -5.53 0.48
H -4.97 1.19 -5.59 0.47
H 4.08 2.19 -3.46 0.70
H -5.41 -5.61 1.48 0.42
H -1.77 -7.76 0.42 0.41
H -6.53 0.17 3.64 0.43
H 1.05 2.93 0.06 -0.30
H 3.78 -2.31 8.83 0.41
H 0.06 0.25 6.65 0.46
H 4.12 2.02 -0.06 0.44
H 0.51 -3.11 -10.42 0.41
H -4.16 -2.43 0.07 0.49
H -1.18 7.55 -0.58 0.29
H -0.33 3.85 8.33 0.44
H 4.39 4.84 -0.02 0.47
H -1.79 6.53 2.07 0.31
H 6.95 3.02 -7.49 0.41
H 2.25 4.91 4.98 0.38
H 4.58 2.92 1.45 0.42
H -3.30 -0.20 0.74 0.55
H 3.34 -8.63 -3.54 0.40
H -0.52 4.41 0.11 0.21
H -2.35 -1.00 -2.88 0.57
H -2.44 0.89 -1.26 0.52
```

## Properties
Multiplicity: 1
SMILES: NCCC[C@@H]1OC(=O)[C@H](CCC(F)=C(F)F)[C@H]1S(=O)(=O)F.O=C1C=CC(=O)C=C1.O=C1C=CC(=O)C=C1.O=C1C=CC(=O)C=C1.O=C1C=CC(=O)C=C1.O=C1C=CC(=O)C=C1.O=C1C=CC(=O)C=C1.O=C1C=CC(=O)C=C1.O=C1C=CC(=O)C=C1
Kohn-Sham gap in eV: 6.86